No. 1
{"formula": "C6H9ClS", "method": "ωB97M-V with the def2-TZVPD basis set", "symbols": ["C", "C", "C", "C", "C", "C", "H", "H", "H", "H", "H", "H", "H", "H", "H", "S", "Cl"], "positions_angstrom": [[0.06514, 0.76330, -1.06648], [-0.59175, -0.62844, -0.75499], [0.36617, -1.26912, 0.25571], [0.59111, -0.03850, 1.19818], [-0.26738, 0.98187, 0.37768], [-1.55628, 0.14213, 0.13302], [2.39436, 0.09288, -0.80756], [-0.49318, 1.38022, -1.84224], [-0.92498, -1.35928, -1.49251], [1.32335, -1.63170, -0.17763], [-0.07798, -2.19232, 0.71506], [0.24805, -0.16129, 2.26471], [1.65847, 0.23562, 1.27273], [-1.88278, -0.35626, 1.00342], [-2.33248, 0.72651, -0.50354], [1.70580, 0.77157, -1.73714], [-0.22563, 2.54281, 1.16157]], "forces_ev_per_angstrom": [[0.0299, -0.7646, -1.7215], [0.2310, -0.8654, -0.4792], [0.4468, -0.8077, 0.5726], [0.0142, -0.4144, 0.0743], [0.0207, -0.2226, 1.8351], [-0.4036, 1.9667, -1.5475], [-0.2181, 0.0358, 0.0377], [0.2355, -0.7364, 1.3614], [-0.1240, 0.5467, -0.3220], [-0.6302, 0.3498, 0.0132], [0.1646, 1.0245, -0.1283], [-0.0159, 0.1843, -1.2311], [-0.5054, 0.1035, -0.1904], [-1.0022, -0.4481, 0.8342], [1.1215, -1.0716, 1.4275], [0.9141, 0.4726, -0.4212], [-0.2789, 0.6468, -0.1148]], "mulliken_charge": [0.038, -0.391, -0.877, -0.904, 0.281, -0.421, 0.062, 0.265, 0.473, 0.322, 0.328, 0.327, 0.332, 0.334, 0.253, -0.198, -0.225], "e_homo_ev": -9.119, "multiplicity": 1, "charge": 0}


No. 2
{"formula": "C38H65As2MnN5O4P2S5", "method": "ωB97M-V with the def2-TZVPD basis set", "symbols": ["Mn", "C", "N", "C", "P", "O", "O", "P", "O", "N", "C", "C", "N", "C", "C", "N", "C", "C", "H", "H", "H", "H", "H", "H", "H", "H", "H", "H", "H", "H", "H", "H", "H", "H", "H", "H", "H", "H", "H", "H", "H", "H", "S", "As", "S", "S", "S", "C", "C", "C", "S", "O", "C", "C", "C", "H", "H", "H", "H", "H", "H", "H", "H", "H", "H", "H", "H", "H", "H", "C", "C", "C", "C", "C", "C", "As", "N", "C", "C", "C", "C", "C", "C", "C", "C", "C", "C", "C", "C", "C", "C", "C", "C", "C", "C", "H", "H", "H", "H", "H", "H", "H", "H", "H", "H", "H", "H", "H", "H", "H", "H", "H", "H", "H", "H", "H", "H", "H", "H", "H", "H", "H"], "positions_angstrom": [[0.72697, -0.30338, -0.86770], [-0.46157, 3.52774, 1.98605], [-1.17898, 2.45241, 2.66792], [-1.76682, 2.84066, 3.93606], [-0.54529, 0.93425, 2.48005], [-0.33682, 0.64079, 1.05395], [0.81048, 1.00559, 3.36427], [2.06985, -0.04421, 3.25714], [2.00213, -0.94716, 2.11114], [3.36188, 0.99824, 3.29665], [4.29538, 0.99355, 2.17257], [3.25298, 2.30847, 3.92733], [1.93650, -0.83378, 4.71000], [2.08064, -0.12183, 5.96523], [2.36329, -2.23030, 4.77437], [-1.49193, -0.14191, 3.27888], [-2.73350, -0.54874, 2.62200], [-1.39806, -0.48914, 4.68120], [-1.17477, 4.27562, 1.63174], [0.07074, 3.11895, 1.12806], [0.26288, 4.01338, 2.65198], [-2.39293, 3.72112, 3.77818], [-1.00962, 3.09032, 4.69258], [-2.39935, 2.03855, 4.31580], [4.24140, 0.04158, 1.65234], [5.31438, 1.13015, 2.54485], [4.06782, 1.78931, 1.45632], [2.53729, 2.29334, 4.74323], [2.93642, 3.06872, 3.20399], [4.23027, 2.59392, 4.32352], [1.53622, 0.82255, 5.93485], [3.12990, 0.08024, 6.21521], [1.64683, -0.73254, 6.76016], [2.33088, -2.69026, 3.78806], [1.68135, -2.77961, 5.42978], [3.38169, -2.32465, 5.17115], [-2.66321, -0.35743, 1.55508], [-3.59588, -0.00535, 3.02808], [-2.88798, -1.62007, 2.75572], [-0.49340, -0.07385, 5.11297], [-1.35970, -1.57636, 4.79060], [-2.26461, -0.11741, 5.24191], [1.06432, -1.96647, -2.40202], [2.77520, -0.76860, -3.26965], [3.01944, 0.09926, -1.04250], [1.84520, 1.75422, -0.98600], [4.37036, -2.10723, -3.58054], [1.49475, -6.75497, 0.65737], [2.49016, -6.26195, -0.39643], [2.24690, -4.81572, -0.82249], [2.91696, -3.56181, 0.33212], [2.80471, -4.13841, 1.71595], [4.67944, -3.76913, -0.14537], [5.56018, -3.52457, 1.06813], [5.53394, -2.06411, 1.51620], [1.69124, -7.79874, 0.91505], [0.47154, -6.68163, 0.27925], [1.57728, -6.14966, 1.55557], [2.42118, -6.89819, -1.28208], [3.50554, -6.36884, -0.00486], [1.17994, -4.60336, -0.90813], [2.71304, -4.56634, -1.77843], [4.84583, -3.04315, -0.94403], [4.82533, -4.77183, -0.54663], [6.58477, -3.82312, 0.83038], [5.20856, -4.16114, 1.88370], [5.85108, -1.41093, 0.69924], [6.19192, -1.90033, 2.37301], [4.52042, -1.77590, 1.80811], [1.84418, 4.61302, -5.55890], [1.01758, 3.56570, -4.85897], [0.38636, 3.83229, -3.65470], [-0.41544, 2.88670, -3.02491], [-1.01437, 3.24805, -1.69095], [-0.60599, 1.63195, -3.62026], [-1.91824, 0.29940, -3.01710], [-1.22067, -0.30157, -1.40379], [-1.89604, -1.38895, -0.88483], [-3.23238, -1.72245, -1.20477], [-3.86873, -2.81160, -0.63114], [-3.20872, -3.64261, 0.26407], [-1.89018, -3.34553, 0.58904], [-1.26012, -2.23815, 0.05587], [-3.45019, 1.56083, -2.65676], [-4.05807, 1.86655, -1.43058], [-3.46875, 1.51078, -0.08742], [-5.26219, 2.57372, -1.40410], [-5.89206, 3.00173, -2.55780], [-7.21628, 3.71892, -2.51699], [-5.26905, 2.72663, -3.76891], [-4.07433, 2.02395, -3.83592], [-3.46913, 1.78724, -5.19886], [0.05365, 1.34101, -4.82740], [-0.10953, 0.01882, -5.53800], [0.85864, 2.30695, -5.41884], [2.08201, 5.43868, -4.88799], [1.29864, 5.01615, -6.41551], [2.77589, 4.18398, -5.93089], [0.53627, 4.79517, -3.17546], [-0.44299, 4.06223, -1.23949], [-0.98622, 2.39283, -1.01244], [-2.05025, 3.57293, -1.79243], [-3.78111, -1.11273, -1.91083], [-4.90059, -3.01771, -0.89411], [-3.69737, -4.51167, 0.68724], [-1.33920, -3.98630, 1.26995], [-0.23669, -2.03584, 0.35857], [-2.45887, 1.12240, -0.17354], [-4.08831, 0.76371, 0.41394], [-3.43739, 2.39966, 0.55042], [-5.70718, 2.79853, -0.43816], [-7.43541, 4.08137, -1.51232], [-8.02189, 3.04368, -2.81617], [-7.22551, 4.56769, -3.20291], [-5.73042, 3.06870, -4.69151], [-4.13483, 2.14753, -5.98309], [-3.28211, 0.72273, -5.36106], [-2.51098, 2.30073, -5.29506], [-0.17296, -0.80819, -4.83338], [0.73883, -0.16228, -6.19742], [-1.02578, 0.01564, -6.13588], [1.37155, 2.06818, -6.34576]], "forces_ev_per_angstrom": [[-0.6106, 0.4324, -0.2475], [-0.0939, -0.0552, -0.0503], [0.1471, -0.0480, 0.0109], [-0.0119, -0.0448, -0.0631], [-0.0980, -0.0152, 0.1311], [0.1768, -0.1350, 0.2198], [0.0721, -0.2909, -0.0668], [-0.2047, 0.4061, 0.3032], [0.1816, -0.0929, -0.1304], [-0.1650, 0.0659, -0.0992], [0.0475, -0.0993, -0.0945], [0.0543, -0.1425, -0.0657], [0.0376, -0.1079, -0.0929], [-0.0684, -0.0223, -0.1215], [-0.0013, -0.0885, -0.0837], [-0.0442, 0.1610, -0.1770], [0.0800, -0.0209, 0.0178], [0.0405, 0.0156, 0.0051], [0.0221, 0.0190, 0.0046], [-0.0022, 0.0388, -0.0214], [-0.0161, -0.0201, 0.0136], [-0.0084, -0.0045, 0.0190], [-0.0104, 0.0003, -0.0002], [0.0238, 0.0452, 0.0198], [-0.0368, 0.2776, 0.0052], [-0.0143, 0.0124, 0.0228], [-0.0655, 0.0092, 0.0187], [0.0020, 0.0524, 0.0438], [-0.0149, -0.0113, -0.0007], [-0.0152, 0.0186, 0.0215], [0.0052, 0.0127, 0.0297], [-0.0082, 0.0084, 0.0037], [0.0144, 0.0256, 0.0285], [0.0111, 0.0235, -0.0780], [0.0397, 0.0209, 0.0390], [-0.0206, 0.0287, -0.0077], [-0.0030, -0.0710, 0.0221], [0.0290, 0.0023, 0.0410], [0.0057, -0.0147, 0.0081], [-0.0009, -0.0186, 0.0415], [-0.0062, 0.0070, 0.0093], [-0.0095, 0.0052, -0.0261], [0.2316, -0.3942, -0.2326], [0.0051, 0.0363, -0.5972], [0.2715, -0.2379, 0.4454], [0.1705, 0.5380, -0.0151], [0.0555, -0.0383, 0.2165], [0.0754, 0.0209, -0.1494], [-0.0653, 0.0770, 0.2140], [0.1380, 0.1041, 0.0978], [0.0238, -0.3419, -0.1163], [-0.0231, -0.0364, 0.1640], [-0.1552, 0.0277, 0.1103], [0.0092, 0.1772, 0.0861], [-0.0333, -0.2406, -0.0463], [-0.0371, 0.0144, -0.0108], [0.0125, -0.0206, 0.0142], [-0.0267, 0.0261, 0.0546], [0.0486, 0.0327, -0.0475], [0.0054, -0.0369, -0.0288], [0.0031, 0.0600, -0.0281], [-0.0814, 0.0247, -0.0377], [0.0217, -0.0428, -0.0892], [-0.0142, -0.0144, 0.0056], [-0.0148, -0.0188, -0.0438], [0.0463, -0.0185, -0.0210], [-0.0089, 0.0436, 0.0419], [-0.0077, 0.0333, -0.0155], [0.0814, -0.1824, -0.0248], [-0.0289, -0.1029, 0.0609], [0.0279, 0.0342, -0.0566], [-0.0322, -0.0221, -0.0301], [-0.0276, -0.0216, 0.0682], [0.0958, -0.0591, -0.0088], [0.0593, 0.0890, -0.0154], [-0.0252, -0.0014, 0.0182], [-0.3507, 0.1219, 0.1852], [0.0556, 0.0056, 0.1100], [0.0918, 0.1009, 0.0536], [0.0261, -0.0729, 0.0488], [-0.0409, -0.0576, -0.0116], [0.0829, 0.0336, 0.0682], [-0.0961, 0.0569, -0.1951], [-0.0149, -0.0875, 0.1126], [0.0984, -0.0446, 0.0258], [0.0058, 0.0430, -0.0993], [-0.0052, 0.0156, -0.0842], [-0.0089, 0.0125, 0.0220], [0.0836, -0.0686, -0.0180], [-0.0183, 0.0512, -0.0062], [0.0506, -0.0519, -0.0680], [-0.0372, -0.0257, 0.0954], [-0.0976, -0.0760, 0.0435], [0.0222, 0.0561, 0.1133], [-0.0137, 0.0272, -0.0053], [0.0189, 0.0008, -0.0207], [0.0302, 0.0312, -0.0032], [0.0079, 0.0433, 0.0037], [-0.0019, -0.0041, -0.0069], [0.0018, -0.0118, -0.0010], [-0.0602, 0.0594, -0.0082], [-0.0209, 0.0104, 0.0170], [-0.0646, 0.0460, 0.0286], [0.0177, 0.0094, -0.0390], [-0.0228, 0.0357, -0.0072], [0.0000, 0.0480, 0.0145], [0.0386, -0.0940, 0.1276], [-0.0138, -0.0641, 0.0250], [-0.0324, 0.0194, -0.0351], [-0.0128, -0.0311, 0.0049], [0.0011, -0.0095, -0.0026], [-0.0158, 0.0090, -0.0140], [-0.0305, 0.0428, 0.0154], [-0.0198, 0.0063, 0.0175], [0.0250, -0.0115, 0.0030], [-0.0116, -0.0078, 0.0044], [0.0068, 0.0153, -0.0545], [0.0005, -0.0007, -0.0374], [0.0436, -0.0595, -0.0136], [-0.0038, 0.0285, -0.0438], [0.0225, -0.0291, -0.0185], [0.0014, -0.0158, 0.0175]], "mulliken_charge": [0.825, -1.129, 0.678, -0.959, -1.642, 1.460, 0.107, -0.772, -0.067, 0.474, -0.087, -0.918, 0.912, -1.091, -0.932, 0.803, -0.634, -1.068, 0.361, 0.166, 0.304, 0.335, 0.183, 0.264, -0.586, 0.289, 0.281, 0.229, 0.250, 0.384, 0.269, 0.212, 0.385, 0.153, 0.314, 0.290, -0.355, 0.290, 0.403, 0.269, 0.238, 0.397, -0.731, 0.121, -0.238, -0.427, -0.513, -1.202, -0.369, -0.755, 0.701, -0.725, -0.648, -0.809, -0.243, 0.398, 0.304, 0.211, 0.459, 0.197, 0.243, 0.435, 0.036, 0.405, 0.395, 0.306, 0.380, 0.305, -0.325, -1.695, 0.617, -0.856, 0.446, -0.730, 1.338, 0.303, 1.403, -0.103, -0.313, -1.031, -0.851, -0.579, -0.273, 0.059, 0.999, 0.098, -0.801, 0.578, -1.607, -1.110, 0.478, -1.569, 0.535, -1.739, -1.015, 0.360, 0.305, 0.389, 0.297, 0.512, -0.774, 0.509, 0.575, 0.420, 0.366, 0.568, 0.272, -2.077, 0.763, 0.700, 0.350, 0.360, 0.298, 0.378, 0.353, 0.459, 0.286, 0.193, 0.294, 0.454, 0.234, 0.376], "e_homo_ev": [-4.148, -4.228], "multiplicity": 5, "charge": -1, "s_squared": 6.226}


No. 3
{"formula": "C7H16N", "method": "ωB97M-V with the def2-TZVPD basis set", "symbols": ["C", "C", "C", "C", "C", "C", "C", "N", "H", "H", "H", "H", "H", "H", "H", "H", "H", "H", "H", "H", "H", "H", "H", "H"], "positions_angstrom": [[2.87846, 0.77657, 0.20750], [2.29373, 0.44327, -0.85310], [-0.63445, 1.76235, -0.11485], [-2.36352, -0.03918, -0.09524], [0.28778, -0.75925, 1.37472], [-0.04027, -1.89548, -0.76668], [-0.89631, 0.32432, -0.57360], [0.02564, -0.60393, -0.03452], [3.90835, 1.20382, 0.32475], [2.28741, 0.79327, 1.13636], [2.21032, 0.33555, -1.84971], [0.39225, 2.18360, -0.33135], [-1.37773, 2.54660, -0.46685], [-0.68841, 1.81838, 0.97322], [-3.09950, 0.64679, -0.57917], [-2.46812, 0.15731, 0.97733], [-2.64740, -1.10686, -0.25948], [0.60606, -1.79153, 1.75224], [0.90107, 0.10377, 1.67612], [-0.78352, -0.62475, 1.70492], [0.92719, -2.32215, -0.53533], [-0.74792, -2.59471, -0.23976], [-0.31329, -1.71328, -1.77804], [-0.65781, 0.35552, -1.64947]], "forces_ev_per_angstrom": [[1.0368, 1.1358, 1.8180], [-1.0861, -0.5830, 2.1442], [0.4679, 1.6657, 0.5183], [-0.1392, -0.0092, -0.9475], [-2.2661, 0.0844, 0.4789], [0.1972, -0.2926, 2.6387], [-1.5698, 2.4861, 0.3222], [3.0185, -1.9895, -1.6984], [-0.8420, -0.5071, -0.3964], [0.4591, -0.1408, -0.0868], [-0.4199, -0.5190, -3.0524], [-1.0240, -0.7366, -0.2427], [0.7623, -1.3429, 0.0932], [-0.1745, -0.0278, 0.1710], [0.5993, -0.7252, 0.1500], [0.2094, 0.0211, -0.1577], [0.2171, 0.9039, -0.1356], [0.0011, 1.6406, -1.0642], [-0.3390, -0.6535, 0.6146], [1.2679, 0.0332, 1.0073], [0.2919, -0.4562, -0.9251], [0.2031, 0.7710, -0.6731], [0.1059, -0.2392, -0.7769], [-0.9771, -0.5195, 0.2005]], "mulliken_charge": [-0.356, -0.085, -1.251, -1.275, -0.827, -1.158, 0.122, 0.303, 0.318, 0.080, 0.463, 0.301, 0.386, 0.343, 0.408, 0.408, 0.330, 0.292, 0.290, 0.337, 0.456, 0.425, 0.340, 0.352], "e_homo_ev": [-13.148, -13.981], "multiplicity": 1, "charge": 1}


Listing energy relative to the best compared isomer or geometry (same formula, charge and spin) for the structures above in their given order: 0.514; 0.000; 5.256 eV.